{"formula": "C40H110AgFeN13O19", "method": "wB97M-V/def2-TZVPD", "species": ["Ag", "Fe", "N", "O", "O", "O", "N", "O", "O", "O", "N", "O", "O", "O", "C", "C", "C", "O", "C", "N", "H", "H", "H", "H", "H", "H", "H", "H", "H", "H", "H", "C", "C", "C", "O", "C", "N", "H", "H", "H", "H", "H", "H", "H", "H", "H", "H", "H", "C", "C", "C", "O", "C", "N", "H", "H", "H", "H", "H", "H", "H", "H", "H", "H", "H", "C", "C", "C", "O", "C", "N", "H", "H", "H", "H", "H", "H", "H", "H", "H", "H", "H", "C", "C", "C", "O", "C", "N", "H", "H", "H", "H", "H", "H", "H", "H", "H", "H", "H", "C", "C", "C", "O", "C", "N", "H", "H", "H", "H", "H", "H", "H", "H", "H", "H", "H", "C", "C", "C", "O", "C", "N", "H", "H", "H", "H", "H", "H", "H", "H", "H", "H", "H", "C", "C", "C", "O", "C", "N", "H", "H", "H", "H", "H", "H", "H", "H", "H", "H", "H", "C", "C", "C", "O", "C", "N", "H", "H", "H", "H", "H", "H", "H", "H", "H", "H", "H", "C", "C", "C", "O", "C", "N", "H", "H", "H", "H", "H", "H", "H", "H", "H", "H", "H"], "positions_angstrom": [[7.852, 6.422, 24.924], [9.511, 4.873, 19.168], [7.480, 7.248, 19.921], [6.532, 7.579, 19.311], [8.299, 6.582, 19.328], [7.602, 7.600, 21.101], [9.136, 4.126, 22.603], [8.931, 4.453, 21.378], [9.737, 3.118, 22.835], [8.773, 4.914, 23.479], [10.384, 5.950, 16.149], [10.267, 5.889, 17.384], [9.385, 5.689, 15.506], [11.460, 6.319, 15.618], [1.950, 11.293, 11.505], [2.367, 9.733, 11.474], [2.384, 9.138, 12.920], [3.287, 9.705, 13.795], [3.414, 8.950, 15.051], [1.463, 8.989, 10.617], [0.931, 11.194, 11.879], [2.056, 11.785, 10.538], [2.614, 11.887, 12.133], [3.371, 9.830, 11.059], [2.806, 8.141, 12.792], [1.378, 9.043, 13.329], [2.469, 8.985, 15.593], [3.999, 9.622, 15.678], [3.863, 7.960, 14.974], [1.558, 9.472, 9.735], [0.520, 8.878, 10.962], [2.361, 10.219, 18.347], [2.697, 8.982, 19.165], [1.459, 8.312, 19.764], [0.669, 8.948, 20.774], [1.360, 9.294, 21.986], [3.407, 8.098, 18.322], [1.607, 9.949, 17.608], [3.274, 10.567, 17.863], [1.957, 11.044, 18.934], [3.379, 9.263, 19.967], [1.587, 7.268, 20.050], [0.703, 8.220, 18.984], [1.727, 8.476, 22.606], [0.634, 9.834, 22.594], [2.172, 10.015, 21.888], [3.900, 7.362, 18.807], [4.174, 8.639, 17.947], [5.628, 9.088, 28.013], [5.767, 8.492, 26.603], [5.702, 9.755, 25.590], [5.961, 9.191, 24.294], [5.910, 10.087, 23.221], [7.051, 7.850, 26.553], [6.381, 9.804, 28.343], [5.791, 8.258, 28.701], [4.621, 9.431, 28.248], [4.958, 7.792, 26.393], [6.447, 10.538, 25.729], [4.754, 10.273, 25.728], [4.885, 10.250, 22.889], [6.455, 9.585, 22.421], [6.337, 11.053, 23.494], [6.993, 7.147, 27.276], [7.715, 8.447, 27.024], [6.667, 11.737, 18.841], [6.671, 11.039, 17.499], [8.121, 10.558, 17.165], [8.181, 10.192, 15.737], [8.288, 8.842, 15.468], [5.784, 9.847, 17.568], [7.063, 11.127, 19.653], [5.633, 12.013, 19.050], [7.277, 12.629, 18.696], [6.390, 11.737, 16.711], [8.546, 9.802, 17.825], [8.829, 11.357, 17.383], [8.922, 8.282, 16.155], [8.655, 8.574, 14.477], [7.310, 8.375, 15.585], [5.990, 9.349, 16.713], [6.283, 9.288, 18.246], [6.109, 4.391, 15.510], [5.224, 5.260, 16.430], [3.857, 4.616, 16.690], [3.117, 4.597, 15.432], [1.750, 4.131, 15.627], [5.975, 5.478, 17.670], [5.542, 4.328, 14.582], [6.153, 3.393, 15.946], [7.090, 4.798, 15.268], [5.070, 6.238, 15.974], [3.307, 5.208, 17.421], [3.987, 3.554, 16.901], [1.827, 3.198, 16.184], [1.407, 3.943, 14.609], [1.144, 4.786, 16.253], [5.531, 6.102, 18.329], [6.813, 5.989, 17.432], [13.323, 3.188, 20.380], [12.073, 4.018, 20.380], [12.294, 5.587, 20.066], [10.947, 6.214, 20.054], [11.113, 7.617, 19.957], [11.162, 3.552, 19.367], [13.255, 2.112, 20.536], [13.855, 3.701, 21.181], [13.905, 3.396, 19.481], [11.623, 3.926, 21.369], [12.842, 5.660, 19.127], [12.944, 6.009, 20.833], [10.189, 8.133, 19.698], [11.908, 7.817, 19.238], [11.435, 8.071, 20.894], [11.118, 2.602, 19.710], [11.679, 3.369, 18.519], [11.056, 8.107, 23.781], [9.840, 8.948, 23.782], [9.950, 10.011, 22.720], [8.959, 10.972, 22.817], [8.843, 11.977, 21.818], [8.662, 8.160, 23.696], [11.201, 7.411, 22.954], [11.085, 7.468, 24.664], [12.010, 8.627, 23.865], [9.809, 9.457, 24.746], [9.920, 9.488, 21.764], [10.891, 10.529, 22.904], [9.652, 12.702, 21.904], [7.977, 12.637, 21.784], [8.839, 11.691, 20.766], [8.688, 8.172, 22.686], [7.996, 8.892, 23.898], [6.999, 1.897, 19.974], [7.679, 2.029, 18.591], [6.715, 1.356, 17.596], [7.341, 1.164, 16.294], [6.612, 0.541, 15.299], [7.991, 3.423, 18.219], [6.158, 2.582, 20.082], [7.617, 2.314, 20.769], [6.764, 0.883, 20.298], [8.648, 1.533, 18.645], [5.737, 1.836, 17.560], [6.578, 0.335, 17.953], [5.754, 1.140, 14.995], [6.299, -0.407, 15.736], [7.201, 0.467, 14.384], [7.084, 3.829, 18.037], [8.278, 3.204, 17.276], [16.568, 11.140, 15.192], [15.140, 11.391, 15.825], [14.036, 10.413, 15.360], [12.766, 10.822, 15.962], [11.728, 9.819, 16.278], [15.307, 11.354, 17.282], [17.380, 11.573, 15.776], [16.736, 11.483, 14.171], [16.770, 10.071, 15.136], [14.862, 12.378, 15.455], [14.413, 9.432, 15.648], [14.059, 10.393, 14.270], [11.566, 9.208, 15.390], [10.788, 10.359, 16.386], [11.965, 9.141, 17.098], [14.355, 11.546, 17.560], [15.793, 12.113, 17.739], [4.087, 6.846, 22.448], [4.958, 5.845, 23.221], [5.263, 4.480, 22.615], [5.518, 3.707, 23.750], [5.923, 2.325, 23.439], [6.184, 6.607, 23.421], [3.040, 6.648, 22.217], [4.460, 7.003, 21.436], [4.190, 7.837, 22.890], [4.433, 5.697, 24.165], [6.169, 4.541, 22.013], [4.427, 4.052, 22.063], [5.206, 1.897, 22.739], [5.974, 1.764, 24.372], [6.907, 2.230, 22.979], [5.879, 7.568, 23.473], [6.643, 6.521, 22.525]], "forces_ev_per_angstrom": [[-0.2, -0.1, 0.6], [-1.2, 1.1, 0.1], [-1.3, 1.7, 3.7], [-3.5, 1.5, -2.0], [4.5, -3.7, -2.0], [1.2, -0.4, 0.0], [0.4, 1.5, 0.2], [-0.5, 0.6, -1.9], [0.7, -1.6, 0.3], [0.1, -0.7, -0.8], [0.8, 0.5, -4.3], [0.5, -0.8, 5.1], [-0.4, -0.3, -0.6], [-1.5, -0.6, 1.6], [0.4, -1.8, 0.5], [-0.4, 2.8, 1.5], [0.7, -1.5, -1.8], [0.7, 0.5, 1.7], [-0.3, 2.3, -0.6], [1.6, -0.3, 0.0], [-0.1, 1.0, -0.1], [-0.5, -0.4, -0.3], [-0.2, -0.2, 0.6], [0.2, -1.1, 0.0], [-0.7, -0.7, -0.4], [-0.3, 0.2, 0.1], [-0.3, -0.7, -0.3], [0.5, -0.3, -0.1], [-0.2, 0.0, -0.3], [-0.9, -0.4, -0.3], [0.0, 0.5, -0.1], [-0.2, 0.1, 0.2], [-0.5, 1.0, 1.7], [-1.5, -0.4, -0.5], [1.6, 0.6, 0.8], [-0.8, 0.6, 0.0], [0.6, -1.5, -1.5], [0.1, 0.1, -0.2], [-0.1, 0.0, -0.1], [0.0, -0.1, 0.2], [-0.1, 0.5, 0.6], [0.8, -0.2, 0.3], [0.2, 0.1, -0.5], [-0.1, -0.5, -0.4], [-0.2, -0.2, 0.0], [0.3, -0.1, -0.6], [-0.4, -0.2, 0.6], [0.0, 0.2, -0.4], [-0.8, -1.1, 0.7], [-0.1, 4.0, -0.1], [0.4, -2.3, 0.0], [-0.7, 0.5, 1.3], [-0.3, 0.2, -0.4], [0.8, -1.0, 0.5], [0.0, 0.4, -0.7], [-0.1, -0.2, 0.2], [0.1, 0.3, -0.1], [0.1, 0.1, -0.2], [0.5, -0.2, 0.6], [-0.5, -0.3, -0.5], [-0.2, 0.1, 0.0], [0.1, 0.4, -0.2], [0.3, 0.0, -0.2], [-0.1, -0.7, 0.1], [0.4, 0.6, -0.4], [-0.3, 0.4, -0.7], [1.3, -1.4, 0.4], [-0.5, 0.8, -1.3], [0.7, 1.3, 1.5], [-0.4, -1.6, 0.4], [0.8, 0.9, -0.4], [0.0, -0.1, 0.0], [0.1, 0.1, 0.3], [0.0, 0.2, 0.5], [-0.2, -0.2, 0.0], [-0.6, -0.9, 0.0], [0.0, 0.6, -0.7], [0.4, 0.2, 0.3], [0.0, 0.7, -0.2], [-0.3, -0.4, -0.2], [-0.4, -0.2, -0.5], [-0.3, -0.4, 0.5], [-1.5, 0.4, -0.2], [0.6, 0.1, -0.2], [-0.1, 0.2, -2.1], [-0.4, 0.5, 1.1], [1.9, -0.3, 0.0], [-0.1, -0.7, 0.4], [0.2, -0.3, -0.2], [0.3, -0.1, -0.1], [0.0, 0.0, 0.4], [-0.3, 0.0, -0.4], [-0.1, -0.3, 0.3], [0.0, -0.1, 0.9], [-0.3, -0.4, -0.1], [-0.5, 0.2, 0.3], [0.0, 0.5, -0.4], [-0.4, -0.1, -0.1], [0.3, 0.0, -0.2], [1.1, 1.7, 0.1], [0.6, 2.8, 0.2], [-0.4, -2.3, 1.0], [1.8, -1.5, 0.1], [0.2, 1.3, -0.3], [-1.0, -1.1, -0.2], [-0.4, 0.2, 0.2], [0.7, -0.8, 0.2], [0.1, -0.2, -0.2], [-0.5, 0.1, -0.2], [-0.5, 0.4, -0.4], [-0.4, 0.3, 0.2], [0.0, -0.5, -0.3], [-0.3, 0.2, -0.3], [0.1, -0.5, 0.3], [-1.6, -0.7, -0.1], [0.2, 0.6, -0.7], [1.9, -1.3, 0.6], [1.6, 1.4, 1.8], [0.9, 0.6, -0.1], [-2.5, 0.7, 0.0], [1.1, 0.8, -0.7], [0.2, 1.4, -1.2], [-0.5, 0.0, -0.4], [-0.4, -0.1, 0.1], [-0.1, 0.6, -0.2], [0.2, 0.3, 0.2], [0.2, 0.2, -0.5], [0.6, -0.2, -0.5], [0.5, -0.1, 0.2], [-0.7, -0.6, 1.3], [0.4, -1.1, 0.0], [-1.4, -1.5, -0.6], [-1.1, -0.4, 0.1], [0.7, 1.2, 0.5], [-0.7, -1.1, 1.6], [1.4, -1.4, -1.3], [1.2, 2.3, 1.8], [-1.0, -0.1, 0.0], [0.8, -0.5, 0.0], [-0.6, -0.4, -0.5], [0.6, -0.2, -0.1], [-0.2, 0.0, -0.5], [-0.2, -0.5, -0.3], [0.0, 0.3, -0.2], [-0.4, -0.1, 0.4], [-0.4, 0.0, 0.2], [-0.3, -0.5, -0.7], [0.3, -0.4, 0.4], [-0.7, 1.5, 0.3], [0.7, 0.8, -0.9], [-0.7, -0.8, -0.2], [2.0, 0.9, -0.9], [0.6, 0.2, 1.0], [0.2, -1.0, 0.2], [1.1, 0.7, -1.8], [-1.6, -0.5, 0.1], [-0.3, 0.1, 0.3], [-0.5, 0.3, -0.1], [0.0, -0.2, 0.2], [-0.3, 0.3, 0.2], [-0.6, -0.4, 0.5], [-0.7, 0.3, -0.2], [0.1, -0.3, 0.0], [0.3, 0.2, 0.5], [0.2, 0.3, 0.2], [-0.4, -0.4, 0.7], [0.6, 0.3, -0.8], [-0.4, -0.2, -1.6], [-1.4, 1.2, -0.4], [-0.2, 0.6, 0.9], [1.0, -2.5, 0.3], [-0.5, 1.3, 0.3], [-0.2, -1.0, -0.3], [-0.2, -0.4, 0.7], [0.6, -0.1, -0.3], [-0.4, -0.1, 0.3], [0.3, -0.4, 0.2], [0.1, 0.0, -0.5], [-0.1, 0.1, -0.3], [-0.2, -0.2, 0.1], [-0.3, 0.2, -0.1], [0.2, 0.5, -0.1], [0.5, 0.0, 0.4], [0.6, 0.2, 0.0]], "total_charge": 1, "multiplicity": 6, "mol_weight_g_mol": 1241.1, "homo_lumo_gap_ev": [7.53, 3.72], "s_squared": 8.76}